Below is 9 unconnected molecules or ions with the total composition C43H65IN10O20P2S in a non-equilibrium geometry, with properties calculated with wB97M-V/def2-TZVPD.

Calculated values
Kohn-Sham gap   7.62 eV
E   -5107.63298 Ha
Total charge   0
Highest occupied orbital energy   -7.78 eV
LUMO energy   -0.166 eV
2S+1   1

Element x y z (Å)
C -7.382388 -0.190195 3.068981
C -6.566605 0.064817 2.057870
C -6.035661 -1.034273 1.173331
C -4.536169 -1.255377 1.187660
C -3.940689 -1.644569 -0.017002
C -2.580744 -1.910917 -0.142429
C -1.778703 -1.765604 0.977134
C -2.329370 -1.360269 2.193397
C -1.405044 -1.135634 3.357366
C -1.062397 0.360386 3.399340
C 0.151795 0.648319 4.322264
C 1.371674 1.104636 3.484020
N 2.542174 0.211041 3.664175
C -3.701624 -1.135285 2.299797
O -4.207335 -0.774395 3.549151
C -4.747512 -1.764928 4.289698
O -5.573243 -1.510167 5.084329
C -4.294508 -3.165928 4.087911
C -3.256734 -3.705888 4.843129
C -2.870128 -5.032947 4.668885
C -3.508030 -5.841533 3.730201
C -4.554791 -5.303714 2.984120
C -4.944479 -3.978189 3.159043
S -0.041015 -2.071689 0.905416
C 0.257120 -1.776784 -0.814134
C -0.771629 -1.922202 -1.742667
C -0.459435 -1.645571 -3.080353
I -2.015828 -1.772405 -4.469785
C 0.825669 -1.269222 -3.497904
C 1.148270 -1.057660 -4.933442
C 1.279656 -2.095325 -5.780927
C 1.848243 -1.137990 -2.554888
C 3.243187 -0.789064 -2.982388
C 3.450815 0.574063 -3.646806
C 4.915302 0.845552 -3.781575
O 5.469465 1.024054 -4.818198
O 5.605256 0.873671 -2.611209
C 1.543649 -1.378155 -1.197068
P 2.776301 -1.200607 0.154450
C 3.466893 0.495253 0.057297
C 4.123971 -2.409266 -0.141591
N -2.089564 -2.341918 -1.413366
P -2.344707 -4.045448 -1.790487
C -2.235544 -4.870201 -0.160865
C -4.115286 -4.198129 -2.250263
H -7.545050 0.519180 3.860254
H -7.926740 -1.118563 3.145290
H -6.315654 1.101463 1.857381
H -6.351553 -0.860569 0.147208
H -6.528330 -1.953709 1.486329
H -4.566347 -1.744007 -0.885641
H -1.918100 -1.391301 4.272543
H -0.503439 -1.718753 3.234722
H -0.843683 0.643382 2.374288
H -1.943554 0.904382 3.722125
H -0.177669 1.391351 5.035475
H 0.373187 -0.275662 4.840032
H 1.149795 1.110050 2.423908
H 1.685991 2.097038 3.770071
H 2.620922 -0.029280 4.640572
H 2.380658 -0.638883 3.137088
H -2.746005 -3.125860 5.595293
H -2.078750 -5.447237 5.269780
H -3.216590 -6.866100 3.593248
H -5.062413 -5.927914 2.268866
H -5.770340 -3.593641 2.583327
H 1.277367 -0.049021 -5.292355
H 0.592486 -2.928064 -5.801249
H 2.118809 -2.132791 -6.462172
H 3.938749 -0.852043 -2.160955
H 3.552353 -1.547045 -3.701863
H 3.073016 0.602352 -4.653543
H 2.978335 1.384230 -3.096852
H 6.378033 0.305466 -2.711046
H 3.296904 1.011581 0.989827
H 4.510346 0.518394 -0.228489
H 2.932406 1.050928 -0.708756
H 4.116726 -3.147566 0.646495
H 5.088478 -1.912576 -0.092671
H 4.070174 -2.922370 -1.097611
H -2.229028 -5.941083 -0.319754
H -3.040186 -4.596507 0.515196
H -1.292125 -4.560217 0.269303
H -4.170579 -4.829868 -3.123134
H -4.562845 -3.235275 -2.453833
H -4.662785 -4.630662 -1.417458
C 8.696501 2.612017 -2.522339
N 9.712474 2.803875 -1.456042
O 9.865586 3.916614 -1.002549
O 10.337808 1.818121 -1.113671
H 8.229478 3.566065 -2.731209
H 9.217379 2.236230 -3.392540
H 7.969082 1.894902 -2.159662
C 12.770326 2.895229 -3.974988
N 11.785299 3.079982 -5.078531
O 10.626175 3.296753 -4.775576
O 12.205406 3.002533 -6.209160
H 12.253310 2.991081 -3.027725
H 13.201438 1.905974 -4.090271
H 13.529441 3.662258 -4.089519
C -5.787795 -0.097637 -5.342157
N -6.221224 -1.111906 -4.342693
O -6.866852 -0.730420 -3.389042
O -5.889357 -2.261750 -4.545774
H -6.152465 0.871069 -5.024689
H -4.702075 -0.118291 -5.372904
H -6.208881 -0.386445 -6.300143
C -0.773475 4.783194 5.705232
N 0.589726 5.145948 5.243745
O 0.935666 6.304740 5.320968
O 1.274108 4.239936 4.810168
H -1.274990 5.675247 6.060506
H -1.299603 4.350484 4.859663
H -0.650301 4.054987 6.497197
C 3.388293 2.615416 -6.876659
N 1.959900 2.553193 -7.285471
O 1.195600 2.036515 -6.487773
O 1.651252 3.002181 -8.362958
H 3.460300 2.151560 -5.907101
H 3.972905 2.068035 -7.609587
H 3.696735 3.655771 -6.841027
C 1.443692 1.784955 8.665511
N -0.033934 1.763249 8.481634
O -0.715993 1.327270 9.378429
O -0.454724 2.191637 7.422486
H 1.670770 1.377309 9.642712
H 1.876961 1.182857 7.872927
H 1.766706 2.817963 8.581547
C -5.644930 3.149798 -1.026850
N -6.237372 3.767749 0.186317
O -5.989822 3.229472 1.248492
O -6.919415 4.755261 0.036676
H -5.076774 2.280620 -0.717942
H -6.459643 2.868392 -1.687041
H -5.006587 3.891585 -1.496275
C -1.689566 1.764035 -0.682611
N -2.571468 1.961697 -1.864675
O -2.674858 3.082592 -2.314802
O -3.144361 0.982825 -2.294147
H -1.259456 2.721968 -0.414479
H -2.306922 1.365248 0.119793
H -0.923801 1.050008 -0.967048

Cartesian forces (eV/Å) of the 2 atoms listed first:
C -0.2 0.1 -0.1
C -0.1 -0.1 0.1

Mulliken population analysis, charges in e, atoms 1 to 4:
1. C -0.9016
2. C -0.1859
3. C -1.1040
4. C 0.3894

=====

Below is 12 unconnected molecules or ions with the total composition C78H95BF4N18O12 in a non-equilibrium geometry, with properties calculated with wB97M-V/def2-TZVPD.

Calculated values
Kohn-Sham gap   6.61 eV
E   -5338.48576 Ha
Total charge   +8
Highest occupied orbital energy   -22.19 eV
LUMO energy   -15.581 eV
2S+1   1

Element x y z (Å)
C 20.080059 20.983339 14.649700
C 18.736837 20.538782 15.216967
N 18.888957 19.229095 15.847612
C 18.946832 19.091137 17.179073
C 19.327680 17.858643 17.498031
N 19.448262 17.271267 16.286183
C 19.100266 18.023581 15.284032
C 19.922028 15.902209 16.177372
H 20.808083 21.083644 15.471971
H 19.924203 21.941876 14.174508
H 20.382835 20.269549 13.897436
H 17.975860 20.389073 14.430396
H 18.304664 21.249771 15.934780
H 18.668489 19.903730 17.852154
H 19.475333 17.450677 18.492703
H 19.168497 17.804139 14.226090
H 19.771022 15.387794 17.118425
H 20.955596 15.938860 15.857419
H 19.403210 15.309958 15.455833
C 27.501576 15.074356 15.318704
N 26.652916 15.484365 16.467342
C 27.110163 15.808286 17.692069
C 26.261509 16.144777 18.713713
C 24.907350 16.315389 18.539856
C 24.438332 16.026026 17.244728
C 25.330525 15.622287 16.247265
C 23.970638 16.707767 19.646543
C 24.193876 17.655416 20.667467
C 23.267752 17.830097 21.679600
N 22.100795 17.167708 21.754022
C 21.810256 16.307836 20.758213
C 22.751114 16.028014 19.755614
C 21.007728 17.491932 22.822265
H 27.588659 15.965004 14.665734
H 27.212563 14.126823 14.848577
H 28.511428 14.876633 15.718733
H 28.127976 15.656463 17.934227
H 26.748609 16.423907 19.649439
H 23.372650 15.956326 17.050400
H 25.080105 15.393863 15.236780
H 25.069187 18.246680 20.727728
H 23.459868 18.488301 22.506408
H 20.891796 15.749690 20.875005
H 22.573365 15.246493 19.023827
H 20.501241 18.296133 22.315034
H 21.534656 17.787994 23.717847
H 20.396979 16.609840 22.984493
C 28.114500 20.559973 17.852814
N 26.701472 20.938550 17.939235
C 26.340671 22.076013 18.553817
C 25.022560 22.473038 18.652947
C 23.979969 21.680388 18.188634
C 24.386051 20.476546 17.631978
C 25.725321 20.127656 17.517171
C 22.593521 22.090252 18.357900
C 21.996201 23.151299 17.653751
C 20.705181 23.566716 17.914275
N 20.014790 23.000765 18.915449
C 20.537281 21.997043 19.621223
C 21.786646 21.479392 19.297115
C 18.646119 23.526988 19.251907
H 28.209850 19.780852 17.093918
H 28.505262 20.205220 18.813473
H 28.667829 21.453765 17.545608
H 27.176167 22.679176 18.847068
H 24.844205 23.396035 19.167634
H 23.716157 19.653469 17.353017
H 26.024288 19.196548 17.089662
H 22.519570 23.629856 16.829888
H 20.245232 24.255865 17.206272
H 20.042283 21.657837 20.514695
H 22.134007 20.663101 19.907192
H 18.357154 23.103964 20.205801
H 18.014353 23.109126 18.490871
H 18.639158 24.588363 19.207126
C 15.162655 22.012727 17.679122
N 15.065311 21.406281 16.294129
C 14.910327 22.191686 15.206855
C 14.784084 21.662839 13.952778
C 14.824455 20.323972 13.752211
C 15.158786 19.494411 14.879385
C 15.199538 20.105572 16.126115
C 14.714589 19.684910 12.433225
C 15.285313 18.465326 12.057868
C 15.027556 17.940634 10.818388
N 14.171733 18.517796 9.941866
C 13.621133 19.711966 10.258204
C 13.863102 20.293559 11.527066
C 13.935938 17.902638 8.603625
H 15.922320 21.509844 18.261696
H 14.183718 21.842392 18.160338
H 15.348500 23.088958 17.614198
H 14.833944 23.230779 15.477837
H 14.697050 22.342388 13.091896
H 15.248463 18.402071 14.823977
H 15.388989 19.539324 17.025698
H 16.031110 18.009110 12.686941
H 15.379150 16.981761 10.485255
H 12.938005 20.150809 9.537429
H 13.469293 21.257154 11.796031
H 13.137034 18.391729 8.025662
H 13.675392 16.855020 8.697065
H 14.864033 18.001487 8.079318
C 10.662248 15.329092 17.715579
N 11.933211 14.540336 17.447415
C 13.116786 15.149446 17.457620
C 14.326842 14.516829 17.280411
C 14.363385 13.198653 16.902423
C 13.102103 12.539551 16.886741
C 11.909329 13.243679 17.108850
C 15.646089 12.428965 16.761640
C 15.750834 11.050619 17.260397
C 16.926048 10.338659 17.146203
N 17.979120 10.880786 16.519250
C 17.945021 12.135779 16.034524
C 16.759773 12.893681 16.085146
C 19.284995 10.145485 16.497333
H 9.792599 14.719147 17.495884
H 10.673069 16.085304 16.941925
H 10.648607 15.741968 18.710106
H 13.031745 16.214261 17.632350
H 15.247602 15.053460 17.433062
H 13.040012 11.450889 16.755998
H 10.898464 12.830218 16.926489
H 14.935870 10.690511 17.844098
H 17.051933 9.349566 17.571163
H 18.810570 12.516841 15.489096
H 16.794325 13.900877 15.600854
H 19.700798 10.171708 17.486605
H 19.957593 10.603335 15.815194
H 19.087700 9.125801 16.210511
C 19.419241 23.577748 11.313040
N 19.713869 22.111201 11.187273
C 18.752830 21.243932 11.472270
C 18.895697 19.886299 11.375423
C 20.150735 19.370044 11.080370
C 21.196852 20.269212 10.937867
C 20.966246 21.621139 10.993005
C 20.346455 17.903050 10.958378
C 21.043978 17.203728 11.957388
C 21.049706 15.850353 11.944557
N 20.451380 15.202500 10.950503
C 19.834265 15.832387 9.948219
C 19.763024 17.233392 9.916698
C 20.373820 13.738986 11.029985
H 20.352392 24.105918 11.369798
H 18.745580 23.856944 12.124643
H 18.997019 23.786132 10.326598
H 17.827440 21.704842 11.775209
H 18.026589 19.261568 11.582258
H 22.158858 19.873305 10.610453
H 21.722545 22.363930 10.824243
H 21.565015 17.716961 12.782061
H 21.599480 15.234623 12.646451
H 19.294366 15.232878 9.226191
H 19.171273 17.760728 9.126535
H 21.327103 13.289495 11.294604
H 19.971927 13.285020 10.148462
H 19.621582 13.561878 11.785962
C 29.126820 21.220620 12.488830
N 27.898112 22.082833 12.821986
C 27.880124 23.385489 12.450965
C 26.739505 24.144607 12.735004
C 25.595017 23.563983 13.324172
C 25.670552 22.240793 13.724714
C 26.831415 21.566411 13.428768
C 24.443387 24.531072 13.482187
C 24.506328 25.896565 13.292753
C 23.425111 26.713016 13.523736
N 22.213544 26.181170 13.799043
C 22.109297 24.866592 13.997032
C 23.183503 24.036902 13.862219
C 21.018825 27.045590 14.048509
H 29.124510 20.348757 13.132958
H 30.011230 21.812023 12.671982
H 29.074427 20.942885 11.438126
H 28.783756 23.780781 12.005315
H 26.743113 25.190495 12.517317
H 24.819939 21.746856 14.176971
H 26.896983 20.506201 13.622799
H 25.414421 26.361623 12.948346
H 23.516009 27.779156 13.365303
H 21.091416 24.532810 14.123971
H 23.011469 22.954249 13.859946
H 20.788400 27.626520 13.145243
H 21.249715 27.705814 14.860668
H 20.181778 26.366649 14.274364
N 18.175616 23.457262 14.860867
O 17.568108 23.264284 15.958170
O 19.306756 24.033817 14.896099
O 17.768454 23.056418 13.705689
N 17.854867 16.131023 13.476057
O 18.556480 15.068869 13.569473
O 17.012481 16.472844 14.412721
O 18.084688 16.967042 12.609051
N 23.570048 19.274929 14.486690
O 22.781132 18.293510 14.403301
O 24.695000 19.186751 15.033520
O 23.169198 20.429762 14.052194
N 18.807576 19.739513 20.262971
O 19.578096 18.883915 19.834169
O 18.056528 20.437314 19.481919
O 18.835302 20.015712 21.517226
B 21.696534 13.162613 17.405717
F 22.492729 13.326516 18.505393
F 20.399067 13.464295 17.837527
F 22.138966 14.122079 16.491532
F 21.592710 11.905514 16.837614

Cartesian forces (eV/Å) of the 2 atoms listed first:
C -0.7 0.2 0.5
C -0.6 -0.6 -0.7

Mulliken population analysis, charges in e, atoms 1 to 4:
1. C 1.2786
2. C 0.0384
3. N 1.3870
4. C -0.8362

=====

Q: Among the records above, which one has the highest total charge?
A: C78H95BF4N18O12

=====

Q: Among the records above, which one has the highest LUMO energy?
A: C43H65IN10O20P2S

=====

Q: Which of these has the lowest LUMO energy?
A: C78H95BF4N18O12

=====

Q: Which of these has the highest highest occupied orbital energy?
A: C43H65IN10O20P2S